A molecular structure, C26H32BCl4F4N7O3STeZr, computed with the ωB97M-V functional and the def2-TZVPD basis.

Last column: Löwdin charge in e.
CARTESIAN COORDINATES (ANGSTROEM)
Zr -0.2233 0.0271 -0.0524  1.75
C -0.0630 2.1937 2.4288  -0.15
C 1.4079 1.8105 2.1444  -0.18
N 1.6045 1.4243 0.7268  -0.15
C 1.9924 2.6150 -0.0699  -0.18
C 1.3667 2.6156 -1.4474  -0.22
N -0.0383 2.1859 -1.3820  -0.18
C -0.9501 3.2708 -1.0079  -0.18
C -0.9754 3.4749 0.5026  -0.17
N -0.8899 2.1948 1.2071  -0.10
H -0.1191 3.1621 2.9350  0.12
H -0.4918 1.4554 3.1011  0.12
H 1.6895 0.9667 2.7674  0.11
H 2.0823 2.6369 2.3799  0.12
H 2.3864 0.7489 0.7162  -0.01
H 3.0803 2.6812 -0.1472  0.13
H 1.6889 3.4984 0.4862  0.10
H 1.8857 1.9184 -2.0991  0.03
H 1.4569 3.6111 -1.8963  0.13
H -0.2915 1.7997 -2.2879  0.05
H -1.9407 3.0224 -1.3853  0.10
H -0.6598 4.2091 -1.4925  0.12
H -1.8837 4.0179 0.7823  0.13
H -0.1507 4.1111 0.8163  0.11
H -1.8121 1.8447 1.4357  0.10
Cl -1.6778 -3.7035 5.4125  0.67
C -1.8455 -2.6284 4.0762  -0.70
C -3.1043 -2.3707 3.5386  -0.70
Cl -4.5041 -3.1233 4.2043  0.67
C -3.2435 -1.5047 2.4522  -0.61
Cl -4.7685 -1.1676 1.7290  0.72
C -2.1155 -0.8968 1.9235  -0.37
O -2.1249 -0.0862 0.8631  -0.30
C -0.8550 -1.1499 2.4709  -0.36
O 0.1545 -0.5179 1.8488  -0.30
C -0.7092 -2.0190 3.5372  -0.61
Cl 0.8684 -2.3112 4.1489  0.73
C 3.5748 -3.6446 -1.3957  -0.06
N 3.4213 -2.6788 -0.3281  -0.03
C 4.3729 -1.8723 0.1174  -0.90
N 5.6102 -2.0114 -0.4017  0.12
S 4.0864 -0.7400 1.3540  0.60
H 2.5949 -4.0610 -1.6153  0.09
H 4.2493 -4.4530 -1.1034  0.09
H 3.9463 -3.1708 -2.3083  0.07
H 2.4998 -2.5397 0.0625  0.08
H 5.7468 -2.4858 -1.2796  0.09
H 6.2648 -1.2899 -0.1575  0.08
N -5.6085 2.4094 -0.6460  0.18
C -5.7536 1.3469 -1.4808  -0.50
O -6.8420 0.9140 -1.7965  0.07
C -4.4958 0.7189 -2.0098  -0.10
C -4.5980 -0.1206 -3.1118  0.03
C -3.4606 -0.7541 -3.5664  -0.01
C -2.2644 -0.5435 -2.9022  -0.14
N -2.1427 0.2628 -1.8423  -0.01
C -3.2583 0.8652 -1.4096  -0.10
H -6.4426 2.8140 -0.2575  0.12
H -4.7189 2.8200 -0.4411  0.08
H -5.5663 -0.2730 -3.5693  0.13
H -3.4843 -1.4278 -4.4106  0.12
H -1.3682 -1.0526 -3.2272  0.02
H -3.1703 1.4299 -0.4933  0.09
F 0.6165 -2.4727 0.1868  -0.01
B -0.4981 -3.1346 -0.4577  -1.26
F -1.1889 -3.8902 0.4381  0.20
F -1.2847 -1.9308 -0.7897  -0.04
F -0.1125 -3.7901 -1.5870  0.16
Te 1.2305 -0.6710 -2.6189  1.04
C 3.3057 -0.3121 -2.8428  -0.62
C 4.0907 0.4939 -2.0261  -0.18
C 5.4382 0.6962 -2.3000  -0.10
C 6.0313 0.0875 -3.3944  -0.10
C 5.2614 -0.7318 -4.2117  -0.10
C 3.9153 -0.9270 -3.9405  -0.19
H 3.6746 0.9384 -1.1363  0.04
H 6.0251 1.3246 -1.6403  0.11
H 7.0804 0.2475 -3.6077  0.10
H 5.7079 -1.2165 -5.0712  0.10
H 3.3274 -1.5615 -4.5934  0.08

Its total energy is -4597.7861 Ha. The calculation puts the energy above the lowest of the compared OMol25 structures with the same formula, charge and spin at 1.290 eV. As for the HOMO-LUMO gap: 7.263 eV. The spin multiplicity is 1.

***

A molecular structure, C26H32BaNO5S, computed with the ωB97M-V functional and the def2-TZVPD basis.

Last column: Löwdin charge in e.
CARTESIAN COORDINATES (ANGSTROEM)
O 1.7335 0.6444 -2.3147  -0.08
C 0.9259 1.8000 -2.1842  -0.21
C 0.9500 2.2314 -3.6410  -0.06
H 1.2599 2.4666 -1.3837  0.08
H -0.0636 1.4820 -1.8914  0.09
C 1.8005 0.8862 -3.7321  -0.56
H 1.4223 3.1575 -3.9772  0.10
H 0.0045 2.0835 -4.2114  0.12
C 3.2113 1.1835 -4.2277  -0.02
H 3.6021 2.0090 -3.6134  0.08
H 3.0970 1.4892 -5.2908  0.09
H 3.8815 0.3112 -4.1888  0.09
C 0.9845 -0.0979 -4.4958  -0.03
H -0.0536 -0.1125 -4.1665  0.08
H 1.3333 -1.1388 -4.4727  0.10
H 0.9883 0.1953 -5.5277  0.08
Ba -0.9032 0.3483 1.9498  1.84
C -2.3209 -1.6399 -0.7400  -0.16
C -3.3203 -1.2620 0.2053  -0.21
C -3.3806 0.1728 0.2419  -0.34
H -3.9964 -1.9405 0.7216  0.07
C -2.3904 0.6681 -0.6639  -0.34
C -1.7602 -0.4584 -1.2718  -0.23
H -1.0222 -0.3980 -2.0823  0.06
H -2.0683 -2.6520 -1.0650  0.09
H -4.0897 0.7692 0.8187  0.06
H -2.1718 1.7219 -0.8954  0.06
C 1.2435 -2.9315 1.1281  -0.19
C 0.5516 -2.7368 -0.0968  -0.18
C 0.7297 -1.3762 -0.4948  -0.23
H 0.0066 -3.4640 -0.7033  0.08
C 1.5013 -0.6947 0.4876  -0.35
C 1.8562 -1.6832 1.4673  -0.24
H 2.5389 -1.5239 2.3053  0.06
H 1.3449 -3.8830 1.6681  0.08
H 0.4740 -0.9967 -1.4750  0.05
H 1.8653 0.3566 0.4017  0.06
O 1.2004 4.3172 0.0459  -0.12
C 1.5625 4.5604 -1.3396  -0.22
C 1.9415 5.9943 -1.6779  -0.16
H 0.6865 4.2874 -1.9249  0.11
H 2.3418 3.8561 -1.6184  0.11
C 1.6350 6.7407 -0.3869  -0.17
H 1.3553 6.4122 -2.5110  0.11
H 2.9972 6.0956 -1.9820  0.11
C 1.2720 5.6368 0.6359  -0.19
H 0.7936 7.4311 -0.5411  0.11
H 2.4645 7.3789 -0.0784  0.10
H 0.2748 5.8767 1.0373  0.11
H 2.0132 5.6704 1.4519  0.11
O -0.9778 -1.1342 4.3201  -0.20
C -1.3815 -2.2259 3.8110  -0.54
N -1.6051 -2.2929 2.4609  -0.17
S -1.9860 -3.8125 1.9151  0.64
O -3.2976 -3.8446 1.3449  -0.30
O -0.9097 -4.4261 1.1948  -0.31
C -2.0103 -4.4821 3.5355  -0.22
C -2.2985 -5.8232 3.8366  -0.04
C -2.2709 -6.1917 5.1830  -0.08
C -1.9491 -5.2145 6.1648  -0.09
C -1.6240 -3.8978 5.8248  -0.01
C -1.6424 -3.5245 4.4592  -0.13
H -2.5430 -6.5155 3.0213  0.12
H -2.5065 -7.2196 5.4676  0.10
H -1.9515 -5.5145 7.2092  0.09
H -1.3499 -3.1247 6.5526  0.12

As for the charge: -1. Its total energy is -1864.4752 Ha. The calculation puts the energy above the lowest of the compared OMol25 structures with the same formula, charge and spin at 2.485 eV. As for the HOMO-LUMO gap: 4.187 eV. The spin multiplicity is 1.